[1]
Below is a 2-piece molecular cluster, C3H10N overall, with properties calculated with ωB97M-V/def2-TZVPD.

## Properties
- Total charge: +1
- Lowest unoccupied orbital energy (alpha / beta): -0.17208 / -0.15027 hartree
- HOMO level (alpha / beta): -13.323 / -13.871 eV

Geometry as XYZ:
```
14
C3H10N | the OMol25 dataset | ωB97M-V/def2-TZVPD
N -0.6229 0.0453 -0.5034
C 2.6582 0.1245 0.0109
C -2.1178 -0.0012 -0.2006
C 0.1388 -0.2616 0.6854
H 2.4010 0.8754 -0.6993
H -2.2821 -0.1621 0.8366
H 0.0670 -1.1735 1.2068
H -2.7427 -0.9270 -0.5915
H -0.3377 -0.5280 -1.3178
H -2.7015 0.9526 -0.4396
H 0.1798 0.5900 1.3427
H -0.5676 0.9831 -0.8894
H 3.0785 0.3913 0.9576
H 2.8490 -0.9088 -0.3984
```

[2]
Below is C16H25BrCdN3O4S3 as an isolated structure, with properties calculated with ωB97M-V/def2-TZVPD.

## Properties
- Total charge: +1
- Lowest unoccupied orbital energy: -0.07755 hartree
- HOMO level: -11.652 eV

Geometry as XYZ:
```
53
C16H25BrCdN3O4S3 | the OMol25 dataset | ωB97M-V/def2-TZVPD
Cd 0.2578 1.1049 -0.9092
Br 2.9764 3.6934 0.3296
S 0.6746 -2.0979 -2.7415
S 2.4618 0.1202 -0.0882
S -2.3517 -0.2640 -0.5111
O 0.0851 -0.8928 -2.0591
O -2.9587 3.3586 -1.6518
O -1.2795 0.3263 0.4081
O -1.3427 1.8502 -2.0309
N 0.4083 3.4976 -0.6854
N 2.8837 -1.5424 1.9174
N 1.5530 0.0884 2.5095
C 0.8725 1.3637 2.5505
C 1.3306 4.3775 -0.3097
C 1.7826 -0.6426 3.7580
C 1.0118 -4.5738 -1.8053
C 2.7014 -1.8016 3.3409
C -0.7155 -3.2855 -2.9863
C -2.7072 -1.8388 0.3179
C -0.0491 6.2363 -0.8235
C -1.0303 5.3397 -1.2055
C -0.7542 3.9851 -1.1476
C -1.7955 2.9895 -1.6476
C 1.4111 -3.1560 -1.4399
C -0.4862 -4.5137 -2.1046
C 2.2584 -0.4274 1.5015
C 1.1675 5.7484 -0.3742
C -3.8900 0.5316 -0.0302
H -0.8249 -5.4202 -2.6040
H -0.7273 -3.5424 -4.0445
H -2.0007 5.6562 -1.5583
H 2.4849 -2.9859 -1.4107
H -3.8634 1.5620 -0.3771
H -3.5577 -2.3089 -0.1751
H -1.6229 -2.7311 -2.7519
H 1.5614 -4.8961 -2.6932
H 1.9746 6.4047 -0.0861
H 3.5834 -1.9934 1.3565
H -4.0077 0.4786 1.0510
H 1.2352 -5.2740 -1.0007
H 2.2525 0.0165 4.4907
H 0.0635 1.3051 3.2760
H 2.2279 -2.7704 3.4981
H -1.8209 -2.4637 0.2217
H 1.5608 2.1617 2.8336
H 0.8366 -0.9917 4.1720
H -4.6979 0.0055 -0.5395
H -2.9228 -1.6520 1.3680
H -1.0436 -4.4234 -1.1706
H 0.4388 1.5953 1.5855
H -0.2175 7.3028 -0.8860
H 3.6533 -1.7949 3.8704
H 0.9584 -2.8155 -0.5074
```

[3]
Below is a 2-piece molecular cluster, C13H23FNO3 overall, with properties calculated with ωB97M-V/def2-TZVPD.

## Properties
- Total charge: +1
- Lowest unoccupied orbital energy: -0.17486 hartree
- HOMO level: -11.056 eV

Geometry as XYZ:
```
41
C13H23FNO3 | the OMol25 dataset | ωB97M-V/def2-TZVPD
F 4.0195 2.7961 2.8390
O -1.8001 -4.0461 -2.0236
O 0.1296 -2.0973 -3.2862
O 0.1811 -1.3884 -0.3472
N -1.6032 3.7446 2.1442
C 0.4382 2.0243 2.5986
C 0.6368 3.3957 2.8305
C 1.9635 3.9191 3.3088
C -0.7814 1.5486 2.1387
C -0.1174 -0.5121 -1.4203
C 0.4258 -3.3648 -2.7261
C -3.0576 -4.2057 -2.6451
C -0.6848 -4.3836 -2.8283
C -0.7380 -1.2267 -2.6013
C 3.1038 3.6919 2.3038
C 1.4748 -1.2708 0.1945
C -0.4201 4.2401 2.5864
C -1.8060 2.4375 1.9192
H -0.9828 -4.4931 -3.8759
H 2.2300 3.3989 4.2297
H 1.2681 1.3468 2.7718
H -3.0311 -3.8912 -3.6927
H 0.7813 0.0208 -1.7485
H -2.7820 2.1315 1.5728
H -3.7725 -3.5780 -2.1134
H -3.4013 -5.2435 -2.5950
H -0.3501 5.3077 2.7380
H 1.8837 4.9775 3.5533
H -0.8468 0.2347 -1.0710
H -0.9286 0.4955 1.9362
H 1.5237 -0.4724 0.9494
H 3.6219 4.6238 2.0818
H 0.7843 -3.2811 -1.6977
H -1.6713 -1.7155 -2.3119
H 2.2265 -1.0671 -0.5731
H -0.9830 -0.4504 -3.3320
H 1.7236 -2.2138 0.6790
H -0.2758 -5.3451 -2.4928
H 2.7345 3.2683 1.3658
H 1.2504 -3.7434 -3.3341
H -2.3672 4.3865 1.9747
```

[4]
Below is a 2-piece molecular cluster, C3H3NO overall, with properties calculated with ωB97M-V/def2-TZVPD.

## Properties
- Total charge: 0
- Lowest unoccupied orbital energy: 0.02976 hartree
- HOMO level: -10.963 eV
- Structure (SMILES): N=C=O.C#C

Geometry as XYZ:
```
8
C3H3NO | the OMol25 dataset | ωB97M-V/def2-TZVPD
O -0.2698 1.4298 -1.5503
N 0.8227 1.6238 0.4873
C -0.2049 -1.6768 0.5093
C 0.2653 1.3186 -0.5272
C -0.9529 -1.1543 -0.2784
H 0.6301 -1.9634 1.1362
H -1.5376 -0.4173 -0.8200
H 1.2471 0.8396 1.0432
```

[5]
Below is one molecule with the formula H3N3O2, with properties calculated with ωB97M-V/def2-TZVPD.

## Properties
- Total charge: 0
- Lowest unoccupied orbital energy: 0.02696 hartree
- HOMO level: -9.719 eV
- Structure (SMILES): O=NNNO

Geometry as XYZ:
```
8
H3N3O2 | the OMol25 dataset | ωB97M-V/def2-TZVPD
O -1.7127 0.3154 -0.6346
O 2.6449 -0.1861 -0.1790
N 1.5538 0.3370 0.0031
N 0.5460 -0.4495 0.1012
N -0.7043 0.2361 0.3796
H 0.4669 -1.4187 -0.0761
H -0.3642 1.2686 0.5740
H -2.4304 -0.1029 -0.1682
```

[6]
Below is a 5-piece molecular cluster, C2H13NO4 overall, with properties calculated with ωB97M-V/def2-TZVPD.

## Properties
- Total charge: 0
- Lowest unoccupied orbital energy: 0.02610 hartree
- HOMO level: -8.967 eV
- Structure (SMILES): C=CN.O.O.O.O

Geometry as XYZ:
```
20
C2H13NO4 | the OMol25 dataset | ωB97M-V/def2-TZVPD
O 1.3929 -0.4857 -1.5032
O -1.2477 0.6034 -1.4988
O -0.5909 2.8258 0.1339
O -0.3792 -2.5095 -0.9790
N -1.0043 -0.0510 1.2355
C 1.3918 0.1045 1.6088
C 0.2621 -0.5973 1.4841
H 0.1245 3.3950 -0.1746
H 0.2998 -1.8393 -1.1707
H 0.2646 -1.6793 1.5312
H 1.3480 1.1794 1.4760
H -1.1597 0.1690 -0.6056
H -0.7632 2.2644 -0.6390
H -0.1418 -3.2781 -1.4751
H -1.0092 0.9566 1.3919
H 1.6907 -0.2316 -0.6338
H 2.3243 -0.3831 1.8452
H -1.7432 -0.0652 -2.0152
H 0.6957 0.1652 -1.7180
H -1.7552 -0.5431 1.7066
```

Energy relative to the best compared isomer or geometry (same formula, charge and spin) for the records above, in order: 110.2; 2.9; 0.0; 45.7; 25.5; 7.1 kcal/mol
Total energy for the records above, in order: -174.63603; -5026.07126; -889.17612; -246.01879; -316.36617; -439.71145 a.u.